*w*
Density functional theory data (the ωB97M-V functional and the def2-TZVPD basis) for a single C2H4N2S molecule.

Structure (XYZ):
```
9
Properties=species:S:1:pos:R:3
S -2.159 0.179 0.678
N -0.051 1.089 -0.835
N 0.910 0.975 -0.074
C -1.064 0.181 -1.068
C 2.026 1.250 0.280
H -1.896 0.641 -1.762
H -1.960 -0.962 0.420
H 2.631 1.006 1.154
H -0.911 -0.837 -1.219
```

## Properties
Expectation value of S²: 2.024
Frontier orbital gap (spin up / spin down), eV: 7.3 / 7.5
Molar mass, g mol⁻¹: 88.135
HOMO energy (spin up / spin down), eV: -6.56 / -9.47
Multiplicity: 3



*x*
Density functional theory data (the ωB97M-V functional and the def2-TZVPD basis) for a single C2H4N2S molecule.

Structure (XYZ):
```
9
Properties=species:S:1:pos:R:3
S -1.495 0.691 -1.036
N 0.205 0.882 1.147
N -0.895 1.240 0.499
C -1.340 -0.921 -0.957
C 0.903 -0.119 0.830
H 1.759 -0.332 1.448
H -1.207 2.168 0.745
H -1.662 -1.309 -1.931
H 0.700 -0.801 0.001
```

## Properties
Expectation value of S²: 2.012
Frontier orbital gap (spin up / spin down), eV: 7.9 / 7.3
Molar mass, g mol⁻¹: 88.135
HOMO energy (spin up / spin down), eV: -7.06 / -8.97
Multiplicity: 3



Stability check: which of them is least stable? *w*.



*w*
Density functional theory data (the ωB97M-V functional and the def2-TZVPD basis) for a molecular structure, C29H44B2CsF8N6S.

Structure (XYZ):
```
91
Properties=species:S:1:pos:R:3
Cs 1.154 -2.018 -2.950
S -0.807 -5.241 -1.275
F -0.828 -2.131 -6.291
F 5.163 -1.614 -1.262
F 3.419 -3.096 -0.993
F 4.101 -1.750 0.824
F -1.410 -2.064 -4.037
F -2.531 -3.585 -5.528
F -2.897 -1.335 -5.744
F 2.964 -0.827 -1.009
N -1.506 1.566 0.525
N 1.959 -0.232 3.275
N 0.983 0.254 1.196
N -3.394 0.361 0.269
N -2.904 1.328 2.398
N 1.062 -1.931 2.006
C -2.527 1.113 1.084
C 3.042 -1.061 3.782
C 0.679 -2.557 0.784
C -1.626 -6.458 -0.219
C -1.980 -4.941 -2.501
C 1.091 1.982 -2.618
C 3.432 2.988 0.794
C 2.870 1.643 0.907
C 2.051 1.726 -3.565
C -0.829 5.120 1.128
C -2.914 0.164 -1.085
C -1.908 1.378 3.429
C 0.505 5.127 1.171
C -3.736 -0.875 0.927
C 1.903 1.114 3.844
C -4.208 1.900 2.727
C -0.278 1.721 -2.854
C 1.374 -0.579 2.085
C 2.684 4.106 0.901
C -0.663 1.089 -4.051
C -1.470 3.922 1.059
C 1.638 1.107 -4.783
C 0.203 -2.393 3.136
C -0.773 2.653 0.955
C 1.280 3.953 1.096
C 3.472 2.025 -3.174
C 1.537 1.527 1.100
C 0.643 2.670 1.077
C 0.336 0.817 -5.015
B -1.927 -2.309 -5.432
B 3.981 -1.837 -0.631
H -2.877 -1.437 1.188
H -2.173 -5.725 -3.176
H 1.483 -2.297 0.064
H -1.704 0.985 -4.259
H -1.720 2.386 3.753
H -4.280 -0.682 1.828
H -2.669 -6.197 -0.032
H -2.805 1.143 -1.567
H -1.481 -7.432 -0.647
H 3.601 1.797 -2.096
H -1.034 0.883 3.087
H 4.170 1.466 -3.798
H -1.962 -0.277 -1.099
H 3.141 -2.005 3.212
H -0.812 -1.988 3.087
H 0.668 -2.139 4.071
H 2.332 0.843 -5.610
H -2.308 0.923 4.341
H 3.746 3.118 -3.220
H 0.039 0.375 -5.964
H 2.731 1.771 3.479
H 3.567 0.812 0.703
H 0.172 -3.539 3.213
H 4.532 3.031 0.504
H -3.653 -0.438 -1.654
H 1.342 2.441 -1.677
H 3.978 -0.527 3.789
H 3.120 5.092 0.772
H 0.934 1.645 3.596
H -4.500 1.532 3.742
H 2.777 -1.269 4.803
H -2.922 -4.671 -1.983
H -1.004 1.908 -2.024
H 1.122 6.031 1.033
H -1.192 -6.382 0.803
H -4.388 -1.482 0.297
H -4.134 3.003 2.856
H -0.340 -2.214 0.487
H 1.985 1.037 4.908
H -1.379 6.021 1.157
H -1.665 -4.060 -3.070
H -2.530 3.933 0.896
H -4.929 1.689 1.869
H 0.611 -3.624 0.875
```

## Properties
Frontier orbital gap, eV: 7.1
Molar mass, g mol⁻¹: 815.293
Net charge: -1
HOMO energy, eV: -5.04
Multiplicity: 1



*x*
Density functional theory data (the ωB97M-V functional and the def2-TZVPD basis) for a molecular structure, C29H44B2CsF8N6S.

Structure (XYZ):
```
91
Properties=species:S:1:pos:R:3
Cs -14.424 7.478 12.487
S -11.869 10.467 15.643
F -10.090 6.500 15.580
F -11.797 4.998 15.616
F -17.903 8.554 15.553
F -15.744 8.993 14.687
F -17.648 9.234 13.378
F -10.277 4.956 13.925
F -11.895 6.626 14.021
F -16.840 7.156 14.102
N -14.419 11.688 10.625
N -14.085 11.203 8.409
N -9.807 8.902 11.115
N -14.141 9.439 10.011
N -11.704 8.049 10.190
N -9.649 8.118 8.935
C -16.327 4.234 13.110
C -14.461 8.411 9.100
C -14.957 12.191 7.825
C -10.462 8.300 10.052
C -15.426 6.424 7.449
C -14.224 10.671 9.686
C -8.248 8.048 9.040
C -9.273 10.238 10.898
C -16.028 3.899 11.783
C -15.357 4.201 14.112
C -17.083 3.997 10.729
C -13.441 10.392 7.432
C -11.784 5.771 9.434
C -10.177 7.905 7.616
C -13.519 4.947 7.955
C -14.170 6.220 8.054
C -12.326 7.024 9.485
C -10.191 10.216 16.219
C -14.027 3.837 13.806
C -14.726 3.451 11.525
C -12.337 4.735 8.656
C -12.797 9.239 16.577
C -15.745 8.530 8.559
C -14.969 11.332 11.965
C -16.193 7.511 7.695
C -13.392 12.681 10.688
C -13.723 3.458 12.491
C -13.641 7.241 8.912
C -10.257 8.570 12.467
B -17.064 8.502 14.450
B -11.015 5.757 14.761
H -9.877 6.893 7.264
H -7.914 8.156 10.074
H -15.671 10.509 11.913
H -7.880 7.070 8.727
H -13.188 3.942 14.513
H -14.519 3.290 10.461
H -12.642 8.241 16.163
H -10.188 10.188 17.322
H -9.161 10.372 9.820
H -13.849 9.498 16.491
H -9.789 8.617 6.902
H -7.730 8.785 8.428
H -9.556 11.057 15.935
H -12.366 12.296 10.976
H -10.615 7.559 12.495
H -16.416 9.363 8.851
H -15.814 5.666 6.835
H -12.863 9.626 7.882
H -17.309 4.560 13.432
H -14.205 11.028 12.710
H -17.785 3.159 10.683
H -10.803 5.631 9.925
H -11.241 8.091 7.680
H -9.854 9.241 15.873
H -14.418 12.872 7.174
H -15.351 12.724 8.683
H -15.615 4.607 15.089
H -15.811 11.729 7.319
H -13.745 13.341 11.482
H -17.669 4.918 10.926
H -15.511 12.227 12.314
H -13.358 13.251 9.767
H -13.919 4.169 7.320
H -9.412 8.648 13.157
H -12.511 9.201 17.639
H -8.302 10.342 11.400
H -16.629 4.127 9.737
H -12.714 3.274 12.247
H -9.950 11.022 11.312
H -12.838 11.034 6.786
H -10.959 9.268 12.877
H -17.188 7.536 7.267
H -11.882 3.760 8.640
H -14.165 9.883 6.753
```

## Properties
Frontier orbital gap, eV: 7.3
Molar mass, g mol⁻¹: 815.293
Net charge: -1
HOMO energy, eV: -5.53
Multiplicity: 1



Stability check: which of them is least stable? *w*.



*w*
Density functional theory data (the ωB97M-V functional and the def2-TZVPD basis) for 2 unconnected molecules or ions with the total composition F3HN2O2S.

Structure (XYZ):
```
9
Properties=species:S:1:pos:R:3
S 0.966 -1.908 0.162
F 1.231 1.962 0.570
F -0.971 -1.738 1.564
F 0.339 1.961 -1.463
O 1.293 -2.281 -1.179
O -0.974 1.443 0.285
N -0.583 -2.150 0.261
N -0.043 2.233 -0.112
H -1.258 0.477 -0.088
```

## Properties
Frontier orbital gap, eV: 9.6
Molar mass, g mol⁻¹: 150.081
HOMO energy, eV: -11.41
Multiplicity: 1



*x*
Density functional theory data (the ωB97M-V functional and the def2-TZVPD basis) for 2 unconnected molecules or ions with the total composition F3HN2O2S.

Structure (XYZ):
```
9
Properties=species:S:1:pos:R:3
S 0.468 -1.026 -0.282
F -1.296 0.744 -2.024
F 0.011 -0.204 2.219
F 1.352 1.065 1.067
O 0.219 -2.415 0.012
O 1.335 -0.486 -1.264
N -1.649 0.777 -0.672
N 1.041 -0.220 1.340
H -1.482 1.765 -0.396
```

## Properties
Frontier orbital gap (spin up / spin down), eV: 8.6 / 8.7
Molar mass, g mol⁻¹: 150.081
HOMO energy (spin up / spin down), eV: -10.07 / -11.26
Multiplicity: 1



Stability check: which of them is least stable? *x*.



*w*
Density functional theory data (the ωB97M-V functional and the def2-TZVPD basis) for a gas-phase ion, C3H9NOS2 (charge +1).

Structure (XYZ):
```
16
Properties=species:S:1:pos:R:3
S -1.822 1.881 0.255
S -2.541 1.016 2.039
O 0.688 -1.837 -1.766
N 0.432 -0.854 1.143
C -0.144 1.256 0.027
C 1.169 -0.650 -1.128
C 0.014 -0.313 -0.160
H -0.904 -0.734 -0.600
H 2.104 -0.901 -0.608
H 1.410 0.206 -1.732
H 1.116 -1.844 -2.632
H -0.366 -0.650 1.796
H 0.721 1.681 0.530
H 0.031 1.564 -1.005
H -2.349 2.057 2.888
H 0.441 -1.877 0.953
```

## Properties
Expectation value of S²: 0.754
Frontier orbital gap (spin up / spin down), eV: 8.7 / 4.7
Molar mass, g mol⁻¹: 139.245
Net charge: +1
HOMO energy (spin up / spin down), eV: -13.77 / -13.75
Multiplicity: 2



*x*
Density functional theory data (the ωB97M-V functional and the def2-TZVPD basis) for a gas-phase ion, C3H9NOS2 (charge +1).

Structure (XYZ):
```
16
Properties=species:S:1:pos:R:3
S 0.281 1.466 -0.571
S 2.241 2.104 -0.652
O -1.704 -3.181 0.843
N -2.064 -0.249 0.713
C -0.676 -2.289 0.751
C 0.296 -0.290 -0.067
C -1.020 -1.018 0.001
H -1.250 -1.382 -1.041
H 0.152 -2.710 0.153
H -2.909 -0.631 1.149
H 1.057 -0.943 -0.693
H -0.169 -2.000 1.772
H 0.687 -0.306 0.987
H -2.004 -3.109 1.747
H -1.670 0.288 1.586
H 2.244 2.452 -1.939
```

## Properties
Expectation value of S²: 0.754
Frontier orbital gap (spin up / spin down), eV: 8.5 / 4.6
Molar mass, g mol⁻¹: 139.245
Net charge: +1
HOMO energy (spin up / spin down), eV: -13.30 / -13.11
Multiplicity: 2



Stability check: which of them is least stable? *w*.